1.
58
Properties=species:S:1:pos:R:3:nbo_charge:R:1 method="wB97M-V/def2-TZVPD" multiplicity=2 total_energy_ev=-118348.434 lumo_energy_ev="-4.63 / -3.07" orbital_gap_ev="7.49 / 9.03" charge=+1 homo_ev="-12.13 / -12.09"
V -1.478 0.223 2.298 0.85
S -2.047 2.165 1.209 -0.30
P -0.555 1.554 -0.048 1.43
C -0.068 0.237 1.018 -1.06
P -0.105 -1.438 0.477 1.39
S -2.009 -1.755 1.152 -0.29
C 1.077 -2.453 1.368 -0.35
C 1.121 -3.817 1.083 -0.20
C 2.016 -4.619 1.768 -0.18
C 2.862 -4.056 2.717 -0.17
C 2.813 -2.698 2.994 -0.20
C 1.913 -1.884 2.322 -0.20
C 0.131 -1.757 -1.277 -0.35
C 1.375 -1.430 -1.817 -0.21
C 1.628 -1.716 -3.146 -0.20
C 0.648 -2.321 -3.922 -0.17
C -0.589 -2.639 -3.379 -0.19
C -0.855 -2.360 -2.047 -0.20
C 0.710 2.803 -0.277 -0.35
C 2.026 2.525 0.079 -0.20
C 2.988 3.513 -0.063 -0.19
C 2.628 4.764 -0.543 -0.17
C 1.313 5.034 -0.903 -0.20
C 0.346 4.053 -0.774 -0.18
C -1.313 1.197 -1.647 -0.43
C -0.614 1.430 -2.829 -0.19
C -1.251 1.233 -4.044 -0.15
C -2.574 0.817 -4.078 -0.18
C -3.266 0.574 -2.899 -0.20
C -2.640 0.765 -1.680 -0.18
H 0.451 -4.235 0.341 0.23
H 2.058 -5.681 1.567 0.23
H 3.563 -4.685 3.249 0.23
H 3.478 -2.274 3.735 0.23
H 1.842 -0.826 2.541 0.23
H 2.133 -0.977 -1.187 0.22
H 2.591 -1.477 -3.578 0.23
H 0.855 -2.552 -4.959 0.23
H -1.343 -3.112 -3.994 0.23
H -1.810 -2.606 -1.599 0.24
H 2.278 1.549 0.476 0.23
H 4.016 3.311 0.205 0.23
H 3.377 5.541 -0.631 0.23
H 1.045 6.012 -1.281 0.23
H -0.686 4.247 -1.045 0.23
H 0.411 1.778 -2.793 0.23
H -0.716 1.421 -4.966 0.22
H -3.073 0.702 -5.032 0.23
H -4.299 0.254 -2.932 0.23
H -3.177 0.605 -0.756 0.24
F -1.684 1.650 6.320 -0.28
C -2.583 1.396 5.393 0.74
F -3.787 1.431 5.910 -0.28
F -2.481 2.316 4.417 -0.30
S -2.270 -0.239 4.568 2.28
O -3.191 -0.213 3.435 -0.87
O -2.334 -1.299 5.496 -0.83
O -0.897 0.017 3.990 -0.83

***

2.
58
Properties=species:S:1:pos:R:3:nbo_charge:R:1 method="wB97M-V/def2-TZVPD" multiplicity=2 total_energy_ev=-67769.313 lumo_energy_ev="-0.82 / -0.82" orbital_gap_ev="4.13 / 7.02" homo_ev="-4.96 / -7.84" relative_energy_ev=0.000
Hg -0.954 -0.986 0.305 1.39
C -2.474 2.260 -2.806 -0.67
C -1.827 1.076 -2.135 0.12
N -2.262 0.601 -0.972 -0.45
N -3.307 1.255 -0.399 -0.41
C -3.906 0.853 0.725 0.24
N -4.925 1.658 1.168 -0.82
S -3.502 -0.540 1.558 -0.30
C -0.750 0.394 -2.784 0.11
C -0.049 0.939 -3.888 -0.26
C 0.902 0.186 -4.529 -0.18
C 1.165 -1.119 -4.085 -0.34
C 0.491 -1.558 -2.960 0.05
N -0.416 -0.840 -2.309 -0.53
H -3.559 2.237 -2.673 0.20
H -2.288 2.241 -3.876 0.24
H -2.096 3.212 -2.413 0.21
H -3.670 2.093 -0.836 0.38
H -4.938 2.641 0.948 0.38
H -5.323 1.384 2.048 0.41
H -0.235 1.954 -4.214 0.21
H 1.447 0.594 -5.370 0.21
H 1.879 -1.755 -4.589 0.21
H 0.671 -2.552 -2.555 0.19
S 4.903 3.649 3.446 0.91
N 3.301 3.886 3.410 -0.61
C 2.788 2.927 2.665 0.19
C 1.386 2.736 2.387 -0.12
C 0.392 3.575 2.891 -0.12
C -0.920 3.300 2.589 -0.25
C -1.199 2.178 1.808 0.08
N -0.277 1.371 1.325 -0.45
C 1.011 1.640 1.588 0.17
C 2.018 0.751 1.021 0.25
N 1.588 -0.233 0.223 -0.47
C 2.471 -1.052 -0.313 0.08
C 3.845 -0.964 -0.082 -0.25
C 4.306 0.039 0.737 -0.12
C 3.386 0.927 1.296 -0.11
C 3.770 2.029 2.144 0.10
N 4.999 2.328 2.515 -0.59
H 0.679 4.415 3.510 0.24
H -1.726 3.920 2.954 0.23
H -2.226 1.924 1.583 0.21
H 2.079 -1.816 -0.971 0.22
H 4.516 -1.675 -0.541 0.23
H 5.357 0.159 0.965 0.24
F -0.403 -7.191 1.176 -0.33
C -0.507 -5.853 1.009 0.39
C -1.702 -5.322 0.568 -0.29
C -1.803 -3.947 0.401 -0.24
C -0.723 -3.104 0.655 -0.46
C 0.469 -3.682 1.088 -0.25
C 0.587 -5.056 1.270 -0.30
H -2.539 -5.978 0.362 0.23
H -2.748 -3.539 0.062 0.22
H 1.338 -3.065 1.286 0.20
H 1.512 -5.502 1.613 0.22

***

3.
49
Properties=species:S:1:pos:R:3:nbo_charge:R:1 method="wB97M-V/def2-TZVPD" smiles="O=C1c2ccccc2C(Cc2ccncc2)(Cc2ccncc2)c2ccccc21" total_energy_ev=-32315.158 lumo_energy_ev=-0.34 orbital_gap_ev=8.96 homo_ev=-9.29
O -2.265 -1.635 -2.735 -0.55
C -1.695 -1.208 -1.747 0.54
C -0.517 -0.328 -1.840 -0.10
C -0.193 0.176 -3.101 -0.16
C 0.875 1.029 -3.268 -0.22
C 1.631 1.383 -2.161 -0.17
C 1.319 0.882 -0.912 -0.21
C 0.242 0.020 -0.721 0.00
C -0.053 -0.538 0.654 -0.11
C 0.960 -1.691 0.966 -0.41
C 2.399 -1.331 0.768 0.03
C 3.008 -1.469 -0.476 -0.24
C 4.334 -1.097 -0.617 0.04
N 5.065 -0.612 0.372 -0.42
C 4.497 -0.498 1.559 0.04
C 3.179 -0.843 1.812 -0.28
C 0.083 0.603 1.692 -0.43
C -0.578 1.872 1.229 0.03
C 0.130 3.068 1.173 -0.26
C -0.513 4.211 0.728 0.04
N -1.778 4.235 0.348 -0.42
C -2.457 3.103 0.411 0.05
C -1.914 1.906 0.845 -0.27
C -1.411 -1.205 0.752 0.14
C -1.909 -1.609 1.989 -0.25
C -3.126 -2.255 2.104 -0.18
C -3.879 -2.537 0.975 -0.22
C -3.386 -2.182 -0.261 -0.13
C -2.159 -1.527 -0.383 -0.21
H -0.811 -0.123 -3.935 0.24
H 1.119 1.418 -4.245 0.22
H 2.472 2.052 -2.269 0.22
H 1.937 1.177 -0.080 0.22
H 0.801 -2.008 1.999 0.22
H 0.710 -2.527 0.308 0.23
H 2.456 -1.861 -1.317 0.22
H 4.839 -1.188 -1.570 0.19
H 5.131 -0.109 2.345 0.19
H 2.772 -0.744 2.808 0.22
H -0.367 0.301 2.639 0.23
H 1.138 0.799 1.884 0.22
H 1.167 3.111 1.472 0.21
H 0.011 5.157 0.670 0.19
H -3.492 3.161 0.098 0.19
H -2.523 1.016 0.879 0.22
H -1.346 -1.426 2.892 0.21
H -3.485 -2.543 3.081 0.22
H -4.831 -3.037 1.064 0.22
H -3.928 -2.403 -1.168 0.24

***

4.
57
Properties=species:S:1:pos:R:3:nbo_charge:R:1 method="wB97M-V/def2-TZVPD" total_energy_ev=-194073.610 lumo_energy_ev=-3.69 orbital_gap_ev=6.55 charge=+1 homo_ev=-10.24 relative_energy_ev=0.456
Ta 0.500 -1.524 -0.287 1.56
O 0.991 -0.083 -1.500 -0.78
C 2.010 0.617 -1.986 0.44
C 1.866 1.316 -3.184 -0.29
C 2.943 2.033 -3.666 -0.14
C 4.158 2.078 -2.978 -0.24
C 4.298 1.393 -1.794 -0.12
C 3.226 0.641 -1.284 -0.23
C 3.351 -0.029 -0.031 0.21
N 2.452 -0.794 0.507 -0.41
N 2.821 -1.254 1.777 -0.37
C 1.773 -1.759 2.341 0.56
O 0.617 -1.754 1.707 -0.77
C 1.822 -2.428 3.648 -0.09
C 0.641 -2.881 4.235 -0.18
C 0.689 -3.529 5.458 -0.22
C 1.908 -3.726 6.091 -0.17
C 3.085 -3.273 5.508 -0.21
C 3.046 -2.621 4.288 -0.17
H 0.928 1.274 -3.722 0.23
H 2.842 2.570 -4.601 0.23
H 4.986 2.647 -3.377 0.23
H 5.233 1.419 -1.249 0.23
H 4.260 0.118 0.546 0.22
H -0.299 -2.722 3.725 0.23
H -0.224 -3.881 5.919 0.22
H 1.945 -4.234 7.046 0.22
H 4.031 -3.429 6.007 0.22
H 3.955 -2.264 3.825 0.23
Se -1.738 -2.781 -0.064 -0.30
Te -0.533 -4.864 0.654 0.23
Te 1.870 -4.029 -0.399 0.39
Se 1.002 -2.958 -2.417 -0.23
O -1.002 -0.028 0.038 -0.98
S -1.171 1.382 -0.568 1.28
C -2.615 1.986 0.252 -0.19
C -3.695 1.149 0.512 -0.21
C -4.807 1.684 1.133 -0.18
C -4.835 3.033 1.477 -0.17
C -3.750 3.852 1.215 -0.20
C -2.619 3.326 0.604 -0.22
C -1.795 1.132 -2.217 -0.18
C -2.167 -0.117 -2.681 -0.24
C -2.613 -0.234 -3.989 -0.18
C -2.685 0.885 -4.806 -0.18
C -2.315 2.133 -4.322 -0.19
C -1.857 2.262 -3.019 -0.24
H -3.652 0.102 0.244 0.24
H -5.659 1.054 1.352 0.23
H -5.712 3.442 1.960 0.23
H -3.775 4.896 1.497 0.23
H -1.754 3.949 0.413 0.23
H -2.118 -0.992 -2.043 0.24
H -2.906 -1.203 -4.370 0.23
H -3.032 0.786 -5.826 0.23
H -2.373 3.004 -4.961 0.23
H -1.548 3.230 -2.642 0.23

***

5.
54
Properties=species:S:1:pos:R:3:nbo_charge:R:1 method="wB97M-V/def2-TZVPD" total_energy_ev=-40157.080 lumo_energy_ev="-12.32 / -12.28" orbital_gap_ev="4.79 / 4.85" charge=+3 homo_ev="-17.11 / -17.13"
Os 0.101 0.054 -0.593 1.02
N 0.099 -0.279 3.671 -0.44
C -0.241 -0.410 2.422 0.38
N 0.476 0.093 1.408 -0.59
C 1.652 0.846 1.705 0.42
N 2.338 1.406 0.756 -0.29
N 1.782 1.156 -0.469 -0.28
C 2.377 1.471 -1.565 0.15
C 1.682 1.065 -2.786 0.12
C 2.149 1.373 -4.045 -0.17
C 1.411 0.973 -5.158 -0.07
C 0.226 0.280 -4.973 -0.20
C -0.192 -0.010 -3.685 0.11
N 0.512 0.363 -2.607 -0.48
C 2.058 0.974 3.088 -0.09
C 3.217 1.658 3.466 -0.14
C 3.549 1.750 4.802 -0.16
C 2.737 1.167 5.778 -0.11
C 1.585 0.486 5.427 -0.20
C 1.261 0.398 4.083 0.13
H -0.497 -0.691 4.382 0.46
H -1.148 -0.955 2.194 0.24
H 3.333 1.982 -1.569 0.26
H 3.075 1.921 -4.158 0.27
H 1.761 1.207 -6.155 0.27
H -0.375 -0.041 -5.812 0.28
H -1.109 -0.553 -3.499 0.23
H 3.841 2.107 2.706 0.26
H 4.445 2.277 5.098 0.26
H 3.010 1.246 6.822 0.26
H 0.955 0.034 6.182 0.25
C -1.306 -5.356 -0.954 -0.09
C -0.143 -4.589 -0.874 -0.18
C -0.243 -3.218 -0.794 -0.21
C -1.506 -2.608 -0.792 0.12
C -2.676 -3.382 -0.872 -0.17
C -2.562 -4.753 -0.953 -0.18
N -1.552 -1.209 -0.717 -0.15
N -2.706 -0.667 -0.746 -0.16
C -2.617 0.701 -0.663 0.12
C -3.758 1.486 -0.687 -0.20
C -3.608 2.861 -0.600 -0.02
C -2.336 3.478 -0.491 -0.18
C -1.196 2.726 -0.476 -0.19
C -1.298 1.306 -0.567 0.03
H -1.229 -6.434 -1.021 0.26
H 0.826 -5.068 -0.880 0.25
H 0.666 -2.623 -0.740 0.19
H -3.644 -2.904 -0.871 0.26
H -3.453 -5.363 -1.016 0.26
H -4.733 1.023 -0.770 0.28
H -4.489 3.491 -0.615 0.27
H -2.282 4.557 -0.423 0.27
H -0.224 3.196 -0.393 0.24

***

6.
60
Properties=species:S:1:pos:R:3:nbo_charge:R:1 method="wB97M-V/def2-TZVPD" multiplicity=3 total_energy_ev=-151288.345 lumo_energy_ev="-3.45 / -3.43" orbital_gap_ev="5.92 / 5.93" charge=+1 homo_ev="-9.37 / -9.36"
Ni -0.298 0.186 0.025 1.41
C -1.987 0.421 3.557 -0.65
C -0.490 0.477 3.543 0.27
C 0.168 0.444 4.789 -0.24
C 1.546 0.570 4.874 -0.13
C 2.269 0.731 3.676 -0.23
C 1.536 0.544 2.480 0.17
N 0.179 0.509 2.356 -0.48
C 2.314 0.336 1.283 0.20
C 3.689 0.157 1.342 -0.21
C 4.404 0.136 0.145 -0.13
C 3.736 0.105 -1.076 -0.21
C 2.317 0.222 -1.082 0.20
N 1.676 0.305 0.104 -0.51
C 1.490 0.283 -2.251 0.16
C 2.098 0.674 -3.447 -0.21
C 1.338 0.591 -4.621 -0.12
C 0.014 0.172 -4.514 -0.24
C -0.540 -0.107 -3.243 0.26
C -1.961 -0.553 -3.235 -0.65
N 0.161 0.088 -2.092 -0.51
H -2.330 0.493 4.617 0.23
H -2.309 -0.505 3.104 0.24
H -2.374 1.260 2.969 0.25
H -0.452 0.472 5.673 0.23
H 2.067 0.555 5.829 0.23
H 3.306 1.050 3.690 0.23
H 4.189 0.076 2.306 0.24
H 5.481 0.104 0.171 0.24
H 4.280 0.080 -1.988 0.23
H 3.117 0.989 -3.457 0.23
H 1.757 0.879 -5.570 0.24
H -0.665 0.122 -5.369 0.24
H -2.079 -1.128 -4.159 0.23
H -2.691 0.271 -3.211 0.26
H -2.126 -1.196 -2.376 0.22
Cl -5.361 5.478 -0.154 0.05
C -3.893 4.585 -0.150 -0.14
C -3.992 3.181 -0.100 -0.07
Cl -5.524 2.426 0.008 0.06
C -2.850 2.406 -0.072 -0.20
Cl -2.945 0.666 0.058 0.00
C -1.538 2.979 -0.090 0.44
O -0.469 2.293 -0.177 -0.84
C -1.500 4.448 -0.043 -0.19
Cl 0.055 5.135 -0.010 0.05
C -2.641 5.216 -0.095 -0.05
Cl -2.550 6.929 -0.204 0.07
S -0.815 -2.036 0.910 -0.33
C -0.343 -3.449 0.163 0.34
N 0.466 -4.331 0.768 -0.56
C 0.719 -5.484 -0.030 -0.23
C -0.164 -5.257 -1.285 -0.23
N -0.742 -3.964 -1.029 -0.57
H 0.702 -4.299 1.745 0.44
H 0.491 -6.406 0.529 0.22
H 1.802 -5.548 -0.274 0.21
H -0.881 -6.078 -1.455 0.22
H 0.469 -5.244 -2.180 0.21
H -1.327 -3.456 -1.671 0.43

***

7.
60
Properties=species:S:1:pos:R:3:nbo_charge:R:1 method="wB97M-V/def2-TZVPD" total_energy_ev=-101678.179 lumo_energy_ev=1.93 orbital_gap_ev=7.10 charge=-1 homo_ev=-5.17 relative_energy_ev=0.000
K 1.868 0.106 0.935 0.93
C -1.820 -0.170 -2.190 -0.66
C -2.448 -0.752 -0.968 0.33
C -3.593 -1.521 -0.981 -0.39
C -4.068 -1.986 0.261 0.30
N -3.470 -1.736 1.395 -0.50
C -2.346 -0.991 1.398 0.25
S -1.541 -0.620 2.799 -0.27
N -1.855 -0.514 0.205 -0.58
C -5.339 -2.780 0.330 -0.65
H -2.579 0.290 -2.820 0.23
H -1.334 -0.960 -2.762 0.23
H -1.073 0.570 -1.918 0.26
H -4.107 -1.738 -1.902 0.21
H -1.040 0.186 0.238 0.49
H -5.513 -3.337 -0.589 0.21
H -6.180 -2.101 0.481 0.23
H -5.301 -3.459 1.176 0.24
O 3.925 -0.917 0.157 -0.78
C 3.556 -1.869 0.869 0.73
O 2.904 -1.809 1.923 -0.76
C 3.898 -3.267 0.357 -0.13
C 4.622 -3.424 -0.818 -0.15
C 4.908 -4.683 -1.319 -0.23
C 4.474 -5.811 -0.648 -0.22
C 3.760 -5.637 0.533 0.06
C 3.463 -4.388 1.051 -0.18
N 3.309 -6.824 1.241 0.52
O 3.502 -7.907 0.709 -0.41
O 2.716 -6.679 2.290 -0.37
H 4.945 -2.529 -1.327 0.24
H 5.469 -4.788 -2.237 0.21
H 4.674 -6.807 -1.011 0.24
H 2.903 -4.266 1.965 0.27
O 0.108 1.281 0.091 -0.95
C -0.186 2.613 0.029 0.13
C -1.659 2.829 -0.248 -0.19
C -2.679 2.388 0.542 -0.28
C -3.950 2.625 -0.021 -0.25
C -3.874 3.257 -1.223 -0.45
S -2.250 3.501 -1.715 0.45
C 0.157 3.339 1.317 -0.16
C -0.492 4.359 1.942 -0.28
C 0.181 4.823 3.097 -0.26
C 1.338 4.148 3.330 -0.42
S 1.614 2.942 2.147 0.44
C 0.643 3.251 -1.068 -0.19
C 0.839 4.554 -1.411 -0.28
C 1.706 4.698 -2.517 -0.26
C 2.151 3.498 -2.982 -0.45
S 1.524 2.184 -2.081 0.49
H -2.507 1.906 1.490 0.25
H -4.877 2.361 0.458 0.22
H -4.685 3.578 -1.849 0.22
H -1.431 4.754 1.589 0.23
H -0.186 5.610 3.732 0.21
H 2.028 4.275 4.142 0.23
H 0.388 5.374 -0.878 0.23
H 1.990 5.647 -2.940 0.21
H 2.824 3.323 -3.799 0.23

***

8.
50
Properties=species:S:1:pos:R:3:nbo_charge:R:1 method="wB97M-V/def2-TZVPD" total_energy_ev=-31770.196 lumo_energy_ev=-2.32 orbital_gap_ev=3.95 homo_ev=-6.27 relative_energy_ev=1.870
C -3.286 -0.054 3.288 -0.67
C -2.682 -0.844 2.206 0.31
N -3.225 -2.033 1.840 -0.31
C -4.424 -2.614 2.420 -0.41
C -2.464 -2.638 0.840 0.12
C -1.359 -1.795 0.608 0.01
C -0.443 -2.150 -0.363 -0.20
C -0.690 -3.256 -1.182 -0.20
C -1.825 -4.057 -0.966 -0.20
C -2.716 -3.774 0.082 -0.24
C -1.504 -0.602 1.425 -0.23
C -0.703 0.552 1.285 0.10
C 0.714 0.634 1.412 -0.09
C 1.549 -0.505 1.598 -0.13
C 2.932 -0.388 1.509 -0.22
C 3.523 0.844 1.202 -0.10
C 2.727 1.994 1.114 -0.23
C 1.358 1.900 1.280 -0.10
H -2.612 0.775 3.515 0.24
H -4.265 0.363 3.007 0.24
H -3.434 -0.663 4.194 0.24
H -4.624 -3.556 1.907 0.23
H -4.282 -2.808 3.495 0.21
H -5.291 -1.950 2.299 0.22
H 0.438 -1.530 -0.437 0.23
H 0.010 -3.490 -1.986 0.24
H -2.007 -4.912 -1.616 0.22
H -3.579 -4.394 0.312 0.21
H -1.239 1.499 1.175 0.23
H 1.085 -1.482 1.761 0.23
H 3.555 -1.278 1.638 0.23
H 4.600 0.905 1.033 0.23
H 3.190 2.955 0.885 0.24
H 0.730 2.790 1.203 0.22
C 1.021 0.744 -1.769 -0.59
C 1.821 -0.404 -1.759 0.31
N 2.530 -1.346 -1.765 -0.45
C 1.675 1.937 -2.294 0.11
C 0.929 2.992 -2.863 -0.27
C 1.580 4.018 -3.547 -0.20
C 2.978 4.110 -3.524 -0.27
C 3.730 3.097 -2.912 -0.20
C 3.092 2.016 -2.306 -0.27
C -0.377 0.682 -1.773 0.33
N -1.554 0.711 -1.762 -0.44
H -0.161 2.952 -2.830 0.22
H 0.990 4.745 -4.105 0.21
H 3.480 4.957 -3.998 0.21
H 4.822 3.137 -2.921 0.21
H 3.689 1.213 -1.857 0.22